[1]
{
  "formula": "C24H72O24",
  "method": "ωB97M-V with the def2-TZVPD basis set",
  "symbols": ["C", "C", "O", "O", "H", "H", "H", "H", "H", "H", "C", "C", "O", "O", "H", "H", "H", "H", "H", "H", "C", "C", "O", "O", "H", "H", "H", "H", "H", "H", "C", "C", "O", "O", "H", "H", "H", "H", "H", "H", "C", "C", "O", "O", "H", "H", "H", "H", "H", "H", "C", "C", "O", "O", "H", "H", "H", "H", "H", "H", "C", "C", "O", "O", "H", "H", "H", "H", "H", "H", "C", "C", "O", "O", "H", "H", "H", "H", "H", "H", "C", "C", "O", "O", "H", "H", "H", "H", "H", "H", "C", "C", "O", "O", "H", "H", "H", "H", "H", "H", "C", "C", "O", "O", "H", "H", "H", "H", "H", "H", "C", "C", "O", "O", "H", "H", "H", "H", "H", "H"],
  "positions_angstrom": [[-0.52, 1.41, -0.18], [-0.42, -0.12, -0.37], [0.25, -0.70, 0.79], [-1.01, 1.90, 1.07], [-1.38, 1.71, -0.78], [0.30, 1.99, -0.60], [0.08, -0.44, -1.28], [-1.40, -0.60, -0.35], [1.12, -0.92, 0.44], [-0.20, 2.05, 1.57], [0.65, 0.97, 4.52], [1.60, 1.33, 3.36], [1.29, 2.63, 2.83], [0.83, 1.81, 5.70], [0.83, -0.02, 4.92], [-0.38, 0.99, 4.15], [1.55, 0.67, 2.50], [2.60, 1.36, 3.78], [2.16, 3.04, 2.77], [1.72, 1.92, 6.03], [-3.16, 3.47, -3.42], [-4.62, 2.96, -3.16], [-5.43, 2.94, -4.33], [-2.76, 2.78, -4.65], [-2.59, 3.19, -2.54], [-3.21, 4.54, -3.67], [-5.16, 3.48, -2.38], [-4.41, 1.99, -2.70], [-4.77, 2.71, -4.99], [-2.08, 2.12, -4.47], [3.86, 0.13, 0.34], [4.55, 0.90, -0.83], [3.70, 1.97, -1.15], [2.89, -0.71, -0.21], [3.20, 0.74, 0.96], [4.58, -0.39, 0.98], [4.61, 0.24, -1.69], [5.58, 1.16, -0.59], [3.15, 1.62, -1.86], [3.22, -1.39, -0.80], [3.54, 4.80, 1.53], [2.31, 4.85, 0.58], [2.61, 4.52, -0.72], [3.84, 3.47, 1.88], [3.32, 5.32, 2.46], [4.35, 5.27, 0.97], [1.87, 5.85, 0.70], [1.46, 4.20, 0.78], [2.89, 3.60, -0.77], [4.60, 3.62, 2.45], [-2.33, 5.21, 4.93], [-1.60, 4.21, 3.93], [-0.29, 4.70, 3.90], [-2.66, 6.40, 4.23], [-1.77, 5.40, 5.85], [-3.22, 4.78, 5.39], [-2.17, 4.19, 3.00], [-1.68, 3.23, 4.40], [0.23, 3.94, 3.63], [-1.91, 6.99, 4.27], [3.75, 0.62, -4.75], [2.68, -0.07, -3.86], [1.87, 0.90, -3.23], [4.62, -0.36, -5.26], [4.29, 1.42, -4.23], [3.24, 1.15, -5.55], [3.15, -0.71, -3.12], [2.04, -0.73, -4.45], [1.46, 1.35, -3.98], [5.28, -0.04, -5.87], [-3.62, -1.29, 2.36], [-2.32, -1.77, 3.09], [-2.61, -2.53, 4.24], [-4.41, -2.37, 1.96], [-3.29, -0.62, 1.57], [-4.21, -0.61, 2.98], [-1.72, -0.94, 3.46], [-1.73, -2.33, 2.37], [-2.19, -3.38, 4.11], [-4.52, -2.95, 2.72], [1.41, -2.84, 3.11], [0.90, -3.85, 2.08], [0.01, -4.84, 2.71], [2.25, -3.45, 4.01], [0.61, -2.30, 3.64], [1.92, -1.98, 2.68], [1.69, -4.46, 1.64], [0.33, -3.36, 1.29], [0.41, -5.34, 3.43], [1.60, -3.92, 4.53], [-3.56, -4.34, -0.90], [-2.17, -4.36, -0.25], [-2.23, -5.25, 0.80], [-3.89, -5.53, -1.64], [-3.58, -3.40, -1.45], [-4.41, -4.16, -0.24], [-1.86, -3.36, 0.04], [-1.46, -4.62, -1.04], [-1.45, -5.18, 1.35], [-4.65, -5.22, -2.13], [-2.58, -0.29, -4.19], [-2.67, -1.58, -3.39], [-1.46, -2.35, -3.75], [-1.55, 0.57, -3.70], [-3.55, 0.21, -4.20], [-2.45, -0.40, -5.27], [-3.58, -2.08, -3.72], [-2.76, -1.39, -2.32], [-1.75, -3.27, -3.73], [-0.90, -0.04, -3.34], [1.03, -4.59, -2.92], [1.57, -3.32, -2.30], [2.00, -3.64, -0.94], [2.10, -5.53, -2.92], [0.64, -4.35, -3.92], [0.11, -4.90, -2.43], [0.87, -2.49, -2.18], [2.46, -2.93, -2.78], [2.64, -4.35, -0.96], [1.95, -6.28, -2.33]],
  "total_energy_ev": -75187.5900,
  "homo_energy_ev": -9.3,
  "de_lowest_kcal_mol": 86.1,
  "total_charge": 0,
  "gap_ha": 0.345,
  "e_lumo_ev": 0.0724,
  "smiles": "OCCO.OCCO.OCCO.OCCO.OCCO.OCCO.OCCO.OCCO.OCCO.OCCO.OCCO.OCCO"
}

---

[2]
{
  "formula": "C29H26F5IN2O4PRuS3",
  "method": "ωB97M-V with the def2-TZVPD basis set",
  "symbols": ["Ru", "F", "C", "C", "F", "C", "F", "C", "S", "C", "F", "C", "F", "C", "C", "C", "C", "N", "C", "C", "C", "C", "C", "C", "N", "H", "H", "H", "H", "H", "H", "H", "H", "C", "C", "C", "O", "P", "S", "S", "O", "C", "C", "C", "H", "H", "H", "H", "H", "H", "H", "H", "H", "H", "H", "H", "H", "H", "I", "C", "C", "C", "C", "C", "C", "C", "O", "O", "H", "H", "H", "H"],
  "positions_angstrom": [[-0.19, -0.52, -0.30], [-0.02, 5.59, 3.03], [-0.28, 4.30, 2.92], [0.17, 3.56, 1.82], [0.85, 4.14, 0.83], [-0.14, 2.22, 1.76], [0.35, 1.48, 0.72], [-0.91, 1.54, 2.70], [-1.32, -0.11, 2.39], [-1.35, 2.29, 3.81], [-2.07, 1.72, 4.76], [-1.03, 3.64, 3.92], [-1.43, 4.34, 4.97], [-0.21, -4.38, -2.15], [0.25, -4.10, -3.43], [0.48, -2.78, -3.78], [0.27, -1.77, -2.83], [-0.15, -2.07, -1.59], [-0.40, -3.33, -1.26], [0.50, -0.35, -3.09], [0.95, 0.15, -4.31], [1.17, 1.51, -4.45], [0.92, 2.34, -3.37], [0.45, 1.78, -2.20], [0.24, 0.47, -2.06], [-0.40, -5.39, -1.84], [0.42, -4.89, -4.14], [0.82, -2.54, -4.77], [-0.77, -3.51, -0.25], [1.16, -0.51, -5.14], [1.52, 1.92, -5.38], [1.09, 3.40, -3.42], [0.23, 2.42, -1.35], [-6.45, 2.30, -0.27], [-5.92, 1.00, -0.83], [-6.92, 0.25, -1.70], [-4.78, 1.32, -1.67], [-3.29, 1.26, -1.15], [-2.94, 2.46, 0.43], [-2.87, -0.69, -0.77], [-2.46, 1.73, -2.42], [-2.80, 2.83, -3.31], [-3.77, 2.33, -4.37], [-3.32, 4.04, -2.56], [-7.32, 2.13, 0.36], [-6.73, 2.97, -1.08], [-5.69, 2.79, 0.34], [-5.56, 0.35, -0.02], [-7.25, 0.88, -2.52], [-7.78, -0.04, -1.10], [-6.46, -0.65, -2.10], [-1.83, 3.07, -3.77], [-4.73, 2.10, -3.91], [-3.38, 1.44, -4.84], [-3.93, 3.10, -5.12], [-4.30, 3.84, -2.14], [-3.41, 4.88, -3.25], [-2.64, 4.33, -1.76], [6.09, -4.81, 4.52], [4.66, -3.78, 3.36], [5.08, -3.18, 2.17], [4.15, -2.52, 1.40], [2.82, -2.46, 1.80], [2.42, -3.04, 3.00], [3.34, -3.72, 3.78], [1.82, -1.76, 0.94], [2.20, -1.04, -0.01], [0.59, -1.93, 1.18], [6.11, -3.23, 1.87], [4.44, -2.06, 0.47], [1.39, -2.97, 3.31], [3.03, -4.18, 4.70]],
  "total_energy_ev": -107724.2838,
  "homo_energy_ev": [-10.2, -10.4],
  "de_lowest_kcal_mol": 32.2,
  "total_charge": 1,
  "gap_ha": [0.249, 0.151],
  "spin_multiplicity": 5,
  "e_lumo_ev": [-3.4298, -6.2810]
}

---

[3]
{
  "formula": "C26H25N3O3RuS2",
  "method": "ωB97M-V with the def2-TZVPD basis set",
  "symbols": ["Ru", "C", "C", "C", "C", "C", "C", "H", "H", "H", "H", "H", "H", "C", "C", "C", "C", "C", "C", "C", "C", "C", "S", "C", "N", "H", "H", "H", "H", "H", "H", "H", "H", "N", "C", "C", "C", "N", "H", "H", "H", "H", "C", "C", "C", "C", "C", "C", "C", "S", "O", "O", "O", "H", "H", "H", "H", "H", "H", "H"],
  "positions_angstrom": [[0.56, 0.49, 0.42], [-0.28, -1.89, -1.14], [-0.75, -1.66, 0.16], [-1.93, -0.93, 0.33], [-2.63, -0.46, -0.78], [-2.15, -0.70, -2.06], [-0.97, -1.41, -2.24], [0.59, -2.52, -1.29], [-0.30, -2.19, 1.00], [-2.31, -0.76, 1.32], [-3.54, 0.10, -0.63], [-2.70, -0.33, -2.91], [-0.61, -1.61, -3.24], [2.50, 2.62, -1.31], [2.51, 2.82, 0.18], [3.25, 3.91, 0.68], [3.30, 4.16, 2.01], [2.63, 3.29, 2.91], [2.66, 3.47, 4.31], [2.03, 2.57, 5.13], [1.37, 1.46, 4.58], [1.32, 1.27, 3.22], [0.57, -0.15, 2.52], [1.93, 2.21, 2.36], [1.85, 2.01, 0.99], [3.50, 2.79, -1.70], [1.82, 3.35, -1.76], [2.15, 1.64, -1.60], [3.77, 4.54, -0.03], [3.85, 5.01, 2.40], [3.19, 4.32, 4.72], [2.05, 2.71, 6.20], [0.90, 0.74, 5.23], [2.64, -0.95, -1.28], [3.88, -1.47, -1.32], [4.37, -1.46, -0.04], [3.34, -0.90, 0.73], [2.29, -0.60, -0.03], [1.98, -0.83, -2.03], [4.31, -1.81, -2.25], [5.32, -1.81, 0.30], [3.30, -0.71, 1.79], [0.59, 8.29, -0.02], [0.16, 6.85, -0.07], [0.21, 6.05, 1.06], [-0.20, 4.73, 1.03], [-0.69, 4.21, -0.16], [-0.77, 4.99, -1.31], [-0.34, 6.31, -1.25], [-1.22, 2.54, -0.26], [-2.57, 2.52, -0.70], [-0.96, 1.90, 1.07], [-0.26, 1.82, -1.17], [1.26, 8.48, 0.82], [-0.28, 8.94, 0.10], [1.09, 8.59, -0.94], [0.59, 6.47, 1.99], [-0.17, 4.11, 1.91], [-1.18, 4.58, -2.22], [-0.40, 6.92, -2.14]],
  "total_energy_ev": -62229.0278,
  "homo_energy_ev": [-11.0, -11.4],
  "de_lowest_kcal_mol": 10.6,
  "total_charge": 1,
  "gap_ha": [0.288, 0.251],
  "spin_multiplicity": 2,
  "e_lumo_ev": [-3.1239, -4.5879]
}